# 1
14
Properties=species:S:1:pos:R:3:forces:R:3:lowdin_charge:R:1 method="wB97M-V/def2-TZVPD" homo_lumo_gap_ev=9.06 e_homo_ev=-4.850 relative_energy_kj_mol=51.7 e_tot_ha=-381.64316 lumo_energy_ev=4.2 total_charge=-1
H -3.278 -0.547 -1.164 0.13 0.05 -0.10 -0.0109
O -0.785 -0.558 0.834 0.09 -0.99 0.38 -0.4342
H -0.751 -1.423 1.315 0.08 1.36 -0.61 -0.0193
H 0.037 2.372 1.239 -0.82 1.17 1.07 -0.0127
H -0.077 0.842 0.878 -0.11 -0.26 0.13 -0.0289
O 0.677 -1.641 -1.214 0.14 1.29 0.66 -0.1536
O -3.177 -0.744 -0.233 -0.42 -0.12 -0.19 -0.1446
H 2.305 1.488 0.139 -1.27 0.35 0.41 -0.0466
H 3.193 0.289 -0.254 0.04 3.25 0.30 0.0892
O 0.415 1.707 0.714 1.10 -1.04 -1.18 -0.1062
H -2.206 -0.659 0.000 0.22 0.10 0.50 -0.0393
O 3.203 1.327 -0.134 1.08 -3.55 -0.67 -0.1296
H -0.167 -1.493 -1.669 0.36 -0.07 0.40 0.0101
H 0.609 -0.960 -0.450 -0.63 -1.52 -1.10 0.0267


# 2
58
Properties=species:S:1:pos:R:3:forces:R:3:lowdin_charge:R:1 method="wB97M-V/def2-TZVPD" homo_lumo_gap_ev=3.12 e_homo_ev=-12.258 relative_energy_kj_mol=439.6 e_tot_ha=-9708.20253 lumo_energy_ev=-9.1
H -3.447 -2.913 3.757 0.11 0.32 -0.20 0.1079
H -5.928 0.804 -2.237 0.44 -0.80 0.28 0.1077
O -1.768 -0.267 -2.690 0.10 0.24 0.20 0.1216
F -1.552 -3.691 -3.081 2.06 0.18 0.50 -0.2846
F -1.338 4.108 4.330 0.26 -1.14 -1.97 -0.2850
As 1.609 0.787 -4.962 2.50 1.21 -1.19 0.9940
C -2.494 -2.499 4.088 -0.66 -0.53 1.02 -0.0223
F 2.260 1.662 -6.361 -0.40 -1.12 1.18 -0.2708
C -0.733 -1.240 3.124 0.13 -0.33 1.13 -0.4521
H 1.618 -0.977 4.187 0.59 0.81 0.42 0.0870
As 0.263 -3.720 -3.083 1.06 -1.75 -3.63 0.9240
F 0.148 4.431 2.255 -1.58 -1.67 0.43 -0.2821
O -3.881 0.539 -2.547 2.54 -1.20 0.88 0.0366
O 3.563 2.344 2.949 -0.05 -6.00 -2.33 -0.0024
F 0.364 -2.160 -2.175 -0.38 0.08 0.46 -0.3572
H 0.744 0.370 5.119 -0.41 0.03 -0.87 0.0964
C -2.371 -1.406 -5.090 0.44 -2.31 -0.96 -0.0085
F 0.964 0.092 -3.352 -0.15 0.19 -0.35 -0.3534
H 4.758 -1.205 3.707 -0.24 0.12 -0.43 0.1095
F -0.009 0.793 -5.753 1.46 -0.29 1.53 -0.2675
F 0.253 -2.818 -4.678 -0.45 -0.35 2.15 -0.2598
F -2.224 1.854 3.352 1.88 1.39 -0.69 -0.3099
O -0.279 -1.395 4.412 -1.42 0.70 -1.39 -0.0101
H 5.439 0.085 2.590 0.25 -0.60 0.03 0.1089
H -2.384 -2.316 -4.491 0.42 0.03 -0.23 0.0829
F 3.241 0.708 -4.095 -2.13 0.10 -1.04 -0.2993
H -2.849 -1.637 -6.042 -0.36 0.29 0.13 0.1163
C 3.316 3.658 2.630 -1.01 2.17 0.78 -0.0483
F 2.038 -3.695 -3.207 -1.47 0.26 0.56 -0.2566
F 2.036 -0.807 -5.710 -1.12 2.12 1.40 -0.2565
As -1.051 3.179 2.805 -0.37 0.37 2.06 0.9690
C 4.694 -0.180 3.340 1.47 1.50 0.57 -0.0371
O 3.434 0.061 2.776 -2.89 1.90 -2.56 -0.0320
H 2.473 3.865 3.289 -0.31 0.84 -0.57 0.0953
C -5.203 0.674 -3.040 -0.22 1.31 -1.32 -0.0049
H 4.869 0.515 4.160 -0.07 -0.16 0.24 0.0977
H 4.176 4.192 3.033 0.01 0.16 -0.41 0.1088
H -5.172 1.665 -3.492 -0.36 -0.11 -0.55 0.1076
H 1.150 -1.084 5.906 -0.46 -0.69 -0.22 0.1029
H 3.111 3.891 1.585 0.05 -0.27 0.13 0.1159
F 0.308 2.335 3.687 -1.20 0.49 -1.19 -0.2966
O -1.887 -1.891 2.955 1.83 1.15 -0.82 0.0424
F -0.708 2.204 1.305 0.05 0.18 0.44 -0.3535
F -2.428 3.924 2.013 1.39 -0.37 0.33 -0.2503
F 0.280 -5.197 -4.115 -0.43 1.36 1.49 -0.2783
C 3.054 1.270 2.221 -0.88 0.47 0.80 -0.3413
C -2.889 -0.091 -3.189 -2.04 0.62 -0.02 -0.4772
F 0.372 -4.652 -1.618 -0.50 0.81 -0.53 -0.2448
Tl 0.287 0.124 -0.575 -0.31 -0.36 -0.33 1.5507
O -3.204 -0.496 -4.405 0.16 1.46 1.21 0.0645
H -2.644 -1.772 4.885 -0.10 0.02 -0.20 0.1092
H -1.354 -1.125 -5.363 -0.07 0.67 0.66 0.0846
O -0.120 -0.615 2.229 -0.62 -0.88 0.94 0.0518
H -5.439 -0.080 -3.791 -0.17 0.01 0.33 0.1072
C 0.869 -0.695 4.927 0.93 -0.30 -0.62 0.0091
F 1.391 2.435 -4.233 -0.39 -2.01 -0.35 -0.3021
H -1.923 -3.331 4.500 0.32 0.13 -0.27 0.1044
O 2.193 1.387 1.260 2.75 -0.48 2.90 0.0305


# 3
18
Properties=species:S:1:pos:R:3:forces:R:3:lowdin_charge:R:1 method="wB97M-V/def2-TZVPD" homo_lumo_gap_ev="8.30 / 7.69" e_homo_ev="-7.829 / -7.410" relative_energy_kj_mol=393.9 e_tot_ha=-749.40643 lumo_energy_ev="0.5 / 0.3"
H 0.721 1.089 1.757 -0.67 0.23 2.75 0.0774
C -1.651 -0.252 -0.686 1.60 0.28 0.91 -0.5662
H 1.719 -0.669 -0.581 0.00 0.46 1.63 0.1303
H 0.518 2.440 -0.896 -1.17 -1.99 1.72 0.1598
C 0.948 0.935 0.776 -2.78 -2.11 -3.06 -0.1732
H -0.575 2.366 0.481 -1.36 0.16 0.13 0.0826
Cl -2.881 0.037 0.611 1.24 -0.08 -1.07 0.5527
H -0.177 -1.845 1.536 0.09 0.27 -1.23 0.1134
H -0.295 -1.674 -1.631 -0.54 0.10 1.14 0.1241
H -0.263 0.555 -1.789 1.19 -0.72 -1.77 0.0743
N -0.848 0.834 -1.073 -2.50 0.79 2.35 -0.0788
C -0.815 -1.595 -0.621 -0.40 0.46 -1.07 -0.2578
H 2.028 -0.848 1.339 -1.04 0.39 -2.01 0.1417
C -0.072 1.671 -0.152 2.32 1.22 -1.68 -0.1867
C 0.143 -1.518 0.508 -0.89 0.20 1.23 -0.1118
C 1.282 -0.549 0.479 0.66 -1.18 0.14 -0.2088
H 1.795 1.372 0.522 4.13 2.32 -0.39 0.0444
H -1.577 -2.351 -0.578 0.13 -0.80 0.29 0.0826


# 4
13
Properties=species:S:1:pos:R:3:forces:R:3:lowdin_charge:R:1 method="wB97M-V/def2-TZVPD" homo_lumo_gap_ev=9.17 e_homo_ev=-8.243 relative_energy_kj_mol=95.6 smiles=c1cc[nH]c1.O e_tot_ha=-286.59524 lumo_energy_ev=0.9
O -1.023 1.126 3.972 0.14 -0.06 0.06 -0.0647
C 0.735 -1.276 -1.672 0.38 0.04 -0.18 -0.1490
H -0.229 0.614 3.780 -0.09 0.03 -0.05 0.0304
C -0.385 0.648 -1.547 0.25 -0.24 0.48 -0.1431
C 0.697 -0.910 -0.346 0.46 -1.01 -0.37 -0.1175
H -0.128 -0.318 -3.372 0.27 -0.23 0.05 0.1445
H -0.968 1.298 4.918 -0.05 0.03 -0.03 0.0311
C -0.018 0.300 -0.273 -0.41 0.78 0.21 -0.1195
H 1.173 -1.539 0.402 -0.25 0.50 0.14 0.0912
N 0.098 -0.311 -2.392 -0.59 0.52 -0.33 -0.0040
H -0.276 0.926 0.572 0.18 -0.34 0.10 0.0903
H 1.264 -2.071 -2.183 -0.24 0.00 0.22 0.1068
H -0.940 1.512 -1.860 -0.07 0.00 -0.30 0.1036